1) This record from the OMol25 dataset describes C3H2NO3 as an isolated structure. The level of theory is ωB97M-V/def2-TZVPD.

Geometry as XYZ:
```
9
Properties=species:S:1:pos:R:3:mulliken_charge:R:1
O -2.4747 -2.1723 0.1011 -0.233
O -3.2705 0.0036 -0.2081 -0.199
O -2.5898 2.2741 -0.0173 -0.148
N -1.2176 -0.0481 0.1548 -0.161
C 0.0360 -0.1617 -0.0840 -0.049
C -2.3002 -1.0326 0.0578 0.480
C -2.6510 1.1357 0.0233 0.725
H 0.5235 -1.1017 -0.1931 0.313
H 0.6084 0.7863 -0.0325 0.274
```

LUMO: -6.41 eV
Frontier orbital gap: 10.95 eV
Net charge: +1
Highest occupied orbital energy: -17.364 eV


2) This record from the OMol25 dataset describes a 2-piece molecular cluster, C3H2NO3 overall. The level of theory is ωB97M-V/def2-TZVPD.

Geometry as XYZ:
```
9
Properties=species:S:1:pos:R:3:mulliken_charge:R:1
O 0.5470 3.2809 -3.3836 -0.209
O 2.8791 -0.7827 -2.1078 -0.160
O 0.7605 1.2392 -2.4117 -0.412
N 1.1752 -0.2875 -0.6310 -0.031
C 0.6603 2.2594 -2.9442 0.592
C 1.9224 -0.4722 -1.5639 0.673
C 0.2165 -0.2226 0.1773 -0.065
H -0.8044 -0.5028 -0.0139 0.302
H 0.4465 0.2258 1.0644 0.309
```

LUMO: -7.32 eV
Frontier orbital gap: 10.01 eV
Net charge: +1
Highest occupied orbital energy: -17.333 eV


The structure with the most favorable energy is 2); the runner-up is 0.0265 hartree above it.


1) This record from the OMol25 dataset describes a 18-piece molecular cluster, H37O18 overall. The level of theory is ωB97M-V/def2-TZVPD.

Geometry as XYZ:
```
55
Properties=species:S:1:pos:R:3:mulliken_charge:R:1
O -2.8448 -0.6316 -2.2729 -0.504
O -1.7807 1.1876 3.2136 -0.593
O -1.2043 -2.7282 1.4625 -0.634
O 0.4082 0.3094 -3.3877 -0.654
O 1.7488 -0.0383 2.4547 -0.515
O 1.7881 4.9398 2.3797 -0.714
O -1.5337 -3.1161 -1.2024 -0.617
O 3.8575 2.9051 2.4582 -0.663
O -3.8258 -0.7475 2.1707 -0.673
O 4.4643 -3.3840 -1.6299 -0.668
O 0.4023 3.5857 0.6138 -0.684
O -0.5689 1.1600 0.5857 -0.637
O 1.0616 2.8250 -3.6802 -0.629
O 0.3953 -4.7605 1.6549 -0.622
O 0.1852 -1.1318 -0.1241 -0.787
O -1.5050 -2.2818 -4.9133 -0.598
O 2.8886 -1.7374 -0.2075 -0.630
O -4.2958 4.0017 0.1360 -0.617
H 1.5107 4.5943 3.2561 0.348
H -2.9413 -1.1978 1.9503 0.378
H 4.4676 3.0616 1.6808 0.367
H 0.8545 0.3130 2.6580 0.308
H -2.9500 -0.1062 -1.4230 0.216
H -2.3345 -2.0423 -4.5351 0.312
H -0.1892 4.2525 0.1670 0.276
H 0.1194 -0.1520 0.2224 0.590
H 3.5036 2.0523 2.1652 0.316
H 2.3417 0.6719 2.3498 0.185
H -0.9891 -2.3379 -1.0593 0.409
H -4.5981 -1.2234 1.7534 0.293
H 5.4127 -3.0523 -1.5988 0.340
H -3.0830 0.2106 -2.6624 0.302
H 0.9338 -0.2170 -4.0390 0.305
H 0.4734 2.0829 -3.5410 0.375
H -0.7096 -3.4471 1.8572 0.390
H -4.4124 4.8630 0.6279 0.339
H -1.4055 1.3726 1.1112 0.241
H -1.8138 -2.9229 -2.0891 0.271
H -0.3639 -0.2909 -3.3913 0.329
H 2.5435 4.3041 2.2444 0.401
H 1.6130 2.9381 -2.9049 0.275
H -0.1027 1.9381 0.7092 0.334
H -0.0802 -5.5670 1.4748 0.314
H 0.9935 4.1822 1.1899 0.364
H 0.9991 -5.1033 2.3545 0.307
H -1.5300 -1.9716 -5.7761 0.290
H -3.4815 3.6733 0.6060 0.276
H -0.2187 -1.8444 0.6447 0.474
H -2.5066 0.5753 3.4874 0.320
H 3.2606 -1.2185 -0.8485 0.284
H -2.0606 2.0413 3.6736 0.303
H 1.2296 -1.4737 -0.0718 0.606
H -1.7926 -3.2881 0.8834 0.350
H 3.3973 -2.5911 -0.2912 0.331
H 4.2687 -3.4367 -2.5473 0.323
```

LUMO: -2.61 eV
Frontier orbital gap: 10.01 eV
Net charge: +1
Highest occupied orbital energy: -12.615 eV


2) This record from the OMol25 dataset describes a 18-piece molecular cluster, H37O18 overall. The level of theory is ωB97M-V/def2-TZVPD.

Geometry as XYZ:
```
55
Properties=species:S:1:pos:R:3:mulliken_charge:R:1
O -3.2502 -2.5723 -2.1172 -0.646
O 5.1578 0.9804 1.0161 -0.616
O -1.7762 -2.0744 -4.6794 -0.596
O -0.4881 -2.8894 -1.2519 -0.405
O -3.2401 -0.4115 -3.6423 -0.745
O 2.7578 -0.2286 -0.7294 -0.513
O -2.3018 1.5088 -2.2044 -0.629
O -2.3838 -1.6073 4.9106 -0.613
O 1.4204 -0.6682 -2.7305 -0.711
O 1.8004 4.5996 -0.2230 -0.558
O 2.0922 -1.0906 2.9254 -0.590
O 0.7196 0.9412 4.1228 -0.550
O 2.6336 2.3023 2.5060 -0.491
O 1.4513 -2.0577 0.3106 -0.578
O -4.7092 -0.9361 0.5047 -0.584
O 0.7743 1.7025 -1.2194 -0.526
O 0.1404 1.8081 1.2498 -0.609
O -1.1221 0.1192 0.0715 -0.375
H -2.2140 -2.3543 -3.8494 0.373
H 1.5238 1.1289 -1.1809 0.381
H -0.1050 0.2941 0.1573 0.280
H -2.4632 2.4827 -2.2347 0.258
H -3.4769 -1.1651 -3.1297 0.415
H -2.0146 -2.8452 -5.2371 0.296
H 2.0436 -0.3177 3.4958 0.321
H -1.3654 0.5737 0.9437 0.472
H 2.7282 -0.1077 -1.6639 0.276
H 0.1282 2.6058 0.6296 0.273
H 0.5247 1.7323 4.6110 0.263
H -1.3019 0.7914 -0.6915 0.568
H 0.3512 -2.8788 -0.9408 0.206
H -2.6753 0.9944 -2.9549 0.390
H 1.4521 5.4835 -0.2699 0.275
H 1.7881 -2.7351 0.9273 0.251
H 0.4894 -0.5171 -2.4608 0.297
H 2.8167 3.0089 3.1160 0.242
H 1.2315 -1.4040 0.9528 0.299
H -3.2269 -0.4709 -4.5897 0.307
H 2.7739 4.5813 0.0105 0.308
H 3.4213 -0.4385 -0.0775 0.204
H -3.1304 -1.1149 5.1904 0.316
H 2.9628 -1.4373 2.9411 0.280
H -3.2774 -2.4307 -1.1579 0.234
H -0.6045 -3.7846 -1.6232 0.283
H 4.5791 0.6846 0.2609 0.316
H 1.0134 1.6938 1.6969 0.329
H -3.8371 -3.3374 -2.0707 0.292
H 1.2159 2.3270 -0.5043 0.281
H -0.0837 0.4416 4.2006 0.250
H 6.0591 0.6958 0.8872 0.305
H -1.6980 -1.0504 5.3395 0.304
H -5.1980 -0.6107 -0.2480 0.321
H 1.4749 -1.6957 -2.6433 0.334
H -5.0959 -0.5404 1.2950 0.282
H 3.5142 2.2907 2.0529 0.253
```

LUMO: -2.53 eV
Frontier orbital gap: 10.21 eV
Net charge: +1
Highest occupied orbital energy: -12.742 eV


The structure with the most favorable energy is 1); the runner-up is 0.0665 hartree above it.


1) This record from the OMol25 dataset describes a 2-piece molecular cluster, CH7N3O overall. The level of theory is ωB97M-V/def2-TZVPD.

Geometry as XYZ:
```
12
Properties=species:S:1:pos:R:3:mulliken_charge:R:1
O -1.1787 -1.4583 -0.3384 -0.854
N 1.6682 0.1100 -0.1968 -0.580
N 0.6050 -0.3622 0.6137 -0.112
N -0.7043 1.4553 -0.0428 -0.357
C -0.6080 0.2391 0.5212 0.208
H -1.7512 -1.8503 -1.0055 0.180
H -0.0348 1.6671 -0.7716 0.275
H 0.3874 -1.3834 0.5390 0.304
H 2.5648 0.4692 0.1056 0.214
H 1.9782 -0.7605 -0.6482 0.223
H -1.3051 0.0079 1.3181 0.251
H -1.6217 1.8661 -0.0944 0.249
```

LUMO: 0.94 eV
Frontier orbital gap: 9.37 eV
Highest occupied orbital energy: -8.435 eV


2) This record from the OMol25 dataset describes CH7N3O as an isolated structure. The level of theory is ωB97M-V/def2-TZVPD.

Geometry as XYZ:
```
12
Properties=species:S:1:pos:R:3:mulliken_charge:R:1
O 0.1493 0.1557 1.1142 -0.352
N -0.3999 -1.4862 0.8844 -0.568
N -0.7209 1.3051 -0.7914 -0.556
N 1.1997 -0.0374 -0.9524 -0.551
C 0.3621 0.7041 -0.1467 0.284
H 1.6074 -0.8068 -0.4180 0.274
H 0.8352 1.4197 0.7864 0.248
H 0.1112 -1.9234 1.6504 0.245
H -1.3068 1.8448 -0.1702 0.258
H -1.3680 -1.4311 1.2013 0.238
H -1.2580 0.6571 -1.3566 0.245
H 0.7888 -0.4018 -1.8015 0.237
```

LUMO: 0.88 eV
Frontier orbital gap: 9.68 eV
Highest occupied orbital energy: -8.806 eV


The structure with the most favorable energy is 1); the runner-up is 0.0289 hartree above it.